A structure of composition C31H29BrN5NiO5 at a distorted geometry. Source: the OMol25 dataset; level of theory: ωB97M-V/def2-TZVPD.

spin multiplicity = 3
HOMO (spin up / spin down) = -4.71 / -4.86 eV
energy above the lowest of the compared OMol25 structures with the same formula, charge and spin = 1.2169 eV
⟨S²⟩ = 2.005
LUMO level (spin up / spin down) = 0.092 / 0.092 hartree
total charge = -1

```
72
C31H29BrN5NiO5 | the OMol25 dataset | ωB97M-V/def2-TZVPD
Ni -0.22193 -0.43996 0.03527
C -1.77588 0.39955 4.02451
C -2.57450 1.11816 2.98378
C -3.92137 1.36575 3.18464
C -4.67099 2.05165 2.24797
C -4.05488 2.54332 1.11063
C -2.71093 2.32326 0.88108
C -2.02526 2.87775 -0.32813
C -1.96011 1.56901 1.80177
N -0.65035 1.24566 1.48213
C 0.37357 1.69620 2.19247
O 0.33794 2.49893 3.13300
C 1.68737 1.17011 1.68437
C 2.89188 1.50140 2.29438
C 4.06890 0.97038 1.79458
C 4.00298 0.13186 0.69653
C 2.75814 -0.15396 0.14904
N 1.63530 0.36604 0.62796
C 2.63067 -1.08823 -1.01791
O 3.64104 -1.59900 -1.51403
N 1.36682 -1.28757 -1.38109
C 1.08217 -1.90056 -2.58711
C 0.14759 -2.95484 -2.60483
C -0.46805 -3.36648 -1.30932
C -0.19659 -3.56018 -3.79669
C 0.36117 -3.13235 -4.99088
C 1.25341 -2.07610 -4.98544
C 1.62777 -1.44608 -3.80641
C 2.60650 -0.31139 -3.84889
H -2.43273 -0.07337 4.75283
H -1.12383 1.11181 4.53326
H -1.14090 -0.35656 3.56372
H -4.39305 0.99543 4.08395
H -5.73045 2.20041 2.40190
H -4.62852 3.10557 0.38500
H -2.74618 3.28042 -1.03736
H -1.45231 2.07627 -0.79107
H -1.32920 3.67033 -0.04328
H 2.85989 2.15128 3.15429
H 5.02118 1.19944 2.25390
H 4.86567 -0.34154 0.25637
H 0.28625 -3.78609 -0.64218
H -1.26527 -4.09368 -1.44822
H -0.87161 -2.45918 -0.83838
H -0.90794 -4.37637 -3.78917
H 0.09835 -3.62150 -5.91855
H 1.67745 -1.73578 -5.92232
H 2.69317 0.08632 -4.86002
H 3.58466 -0.66150 -3.51460
H 2.31467 0.48309 -3.16171
Br 2.40126 -2.42245 2.38525
C 0.59260 -2.99428 2.24597
C 0.31439 -4.25099 2.76544
C -0.99995 -4.68349 2.76120
C -1.96376 -3.81314 2.28684
C -1.57512 -2.58347 1.77044
N -0.29965 -2.18374 1.71275
C -2.65088 -1.63229 1.18988
O -3.80021 -1.82036 1.57153
O -2.22610 -0.80135 0.36228
H 1.11257 -4.86451 3.15110
H -1.25101 -5.66534 3.14106
H -3.01754 -4.04090 2.29057
C -1.57633 0.13860 -4.23446
C -0.84873 0.51358 -2.96581
N 0.00241 1.56245 -3.04779
O -1.06742 -0.04492 -1.91153
H -1.15752 0.63762 -5.10255
H -2.62551 0.40930 -4.12847
H -1.52182 -0.93898 -4.36634
H 0.39031 1.86548 -3.92290
H 0.53014 1.76400 -2.20876
```


A cluster of 2 separate species, C4H9NO4S in total at a distorted geometry. Source: the OMol25 dataset; level of theory: ωB97M-V/def2-TZVPD.

spin multiplicity = 1
HOMO = -8.46 eV
energy above the lowest of the compared OMol25 structures with the same formula, charge and spin = 5.8448 eV
LUMO level = 0.006 hartree
total charge = 0

```
19
C4H9NO4S | the OMol25 dataset | ωB97M-V/def2-TZVPD
C 2.71818 -0.12756 -1.09091
C -1.43366 0.07404 -1.92890
C -1.31780 0.65773 2.48971
C -0.01016 -0.92518 -0.34993
N 2.33987 -0.29920 -2.21630
O 3.32682 0.14710 -0.15454
O 0.97428 -0.27833 1.94177
O -0.15614 1.49005 0.37227
O -1.19769 -1.04555 -1.07977
S -0.29768 0.19175 0.98133
H -0.51088 0.26251 -2.46112
H -1.64576 0.97922 -1.36319
H -2.23078 -0.20141 -2.63784
H -0.89743 1.69003 2.54809
H -2.33598 0.38809 2.64299
H -0.66105 0.13809 3.13146
H 0.12389 -1.90427 0.17618
H 1.79946 -0.63342 1.52997
H 1.41252 -0.60368 -2.53127
```


A structure of composition C32H28CuN3O5PSTe. Source: the OMol25 dataset; level of theory: ωB97M-V/def2-TZVPD.

spin multiplicity = 2
HOMO (spin up / spin down) = -7.75 / -7.73 eV
⟨S²⟩ = 0.754
LUMO level (spin up / spin down) = 0.006 / -0.054 hartree
total charge = 0

```
72
C32H28CuN3O5PSTe | the OMol25 dataset | ωB97M-V/def2-TZVPD
Cu -0.11679 0.21402 -0.10461
O -2.74788 -2.04438 -2.08278
C -2.29127 -1.18057 -1.36427
O -1.06691 -1.16183 -0.92990
C -3.18754 0.00348 -0.95533
P -2.40803 1.02699 0.33172
C -2.76828 0.24449 1.92658
C -3.67993 -0.79032 2.10613
C -3.88334 -1.32641 3.37090
C -3.18691 -0.82473 4.46105
C -2.25798 0.19198 4.28422
C -2.04139 0.71596 3.02124
C -3.33667 2.57972 0.31672
C -2.97061 3.55766 -0.60472
C -3.68875 4.73957 -0.68795
C -4.76683 4.95679 0.15925
C -5.12468 3.99218 1.08983
C -4.41288 2.80480 1.17045
H -4.18573 -0.35592 -0.70620
H -3.31842 0.64332 -1.83303
H -4.23906 -1.19184 1.27033
H -4.59192 -2.13408 3.50259
H -3.35456 -1.23693 5.44846
H -1.69237 0.56835 5.12701
H -1.29140 1.48750 2.88018
H -2.11527 3.39819 -1.25288
H -3.39970 5.49580 -1.40626
H -5.32362 5.88290 0.09844
H -5.95928 4.16371 1.75719
H -4.68937 2.05618 1.90253
C -0.45702 -3.23788 3.99150
Te 0.37979 -2.46260 2.18140
C 1.88566 -1.61876 3.44318
C 1.71407 -2.26280 4.78977
C 2.66563 -2.05766 5.78629
C 2.51228 -2.64022 7.03198
C 1.40185 -3.43284 7.29518
C 0.44870 -3.63082 6.31059
C 0.59538 -3.04679 5.05419
H -0.69398 -4.28996 3.84342
H -1.37128 -2.70380 4.23646
H 1.75403 -0.53988 3.51401
H 2.86818 -1.82144 3.02511
H 3.52248 -1.42702 5.57603
H 3.25913 -2.47827 7.79877
H 1.28075 -3.89636 8.26609
H -0.41982 -4.24766 6.51245
N 1.73981 2.53554 -3.06490
C 0.69706 2.06237 -3.82607
C 0.05547 1.15463 -3.04254
N 0.69366 1.07242 -1.82801
C 1.69829 1.91753 -1.86992
H 2.41915 3.22376 -3.33723
H 0.52071 2.39676 -4.83241
H -0.79122 0.53204 -3.28049
H 2.39726 2.11567 -1.07423
O 4.59228 0.76318 3.73752
S 4.38571 1.27996 2.41225
O 5.28621 2.27969 1.91527
N 2.83247 1.75925 2.22378
C 2.18947 1.00491 1.37901
O 0.96442 1.22226 1.08503
C 3.00739 -0.12168 0.77296
C 2.65744 -1.14323 -0.09809
C 3.61521 -2.09721 -0.42866
C 4.90312 -2.02996 0.08729
C 5.26333 -1.00616 0.95533
C 4.29629 -0.07947 1.27649
H 1.67363 -1.25713 -0.53808
H 3.34326 -2.90720 -1.09213
H 5.62716 -2.78732 -0.18312
H 6.25859 -0.94569 1.37515
```


DFT total energy across the listed records, respectively: -5931.260926; -911.541579; -4424.763186 Ha.